{
  "formula": "C25H41BrFeN2P2",
  "method": "wB97M-V/def2-TZVPD",
  "symbols": ["C", "C", "C", "C", "N", "C", "C", "C", "C", "C", "C", "C", "C", "C", "Fe", "P", "H", "H", "H", "H", "H", "H", "H", "H", "C", "C", "H", "H", "H", "H", "H", "C", "C", "H", "H", "H", "H", "H", "C", "C", "H", "H", "H", "H", "H", "Br", "P", "C", "C", "H", "H", "H", "H", "H", "C", "C", "H", "H", "H", "H", "H", "C", "C", "H", "H", "H", "H", "H", "N", "H", "H", "H"],
  "xyz": [[3.74678, -3.40354, -0.47705], [2.64032, -3.38050, -1.35645], [2.45185, -4.48363, -2.22199], [3.41815, -5.50026, -2.21017], [4.46751, -5.48324, -1.39497], [4.64548, -4.47168, -0.55232], [1.84663, -2.17847, -1.35480], [1.96271, -0.90569, -0.90756], [2.67217, 0.14787, -0.26214], [2.74611, 0.21995, 1.14346], [2.89242, 1.46119, 1.76171], [2.87302, 2.63028, 0.97422], [3.05892, 2.54699, -0.41923], [3.04438, 1.28928, -1.01435], [0.43616, -1.14057, -1.86926], [-1.76464, 0.72268, 2.82531], [1.63780, -4.55049, -2.94094], [3.96043, -2.58167, 0.20903], [3.35386, -6.35387, -2.89075], [5.53945, -4.47646, 0.07977], [3.26760, 1.18739, -2.07642], [2.71575, -0.71054, 1.71775], [3.14728, 3.44922, -1.02326], [2.97346, 1.50449, 2.84916], [-3.06327, 1.92243, 2.59236], [-4.48605, 1.34355, 2.65554], [-2.90647, 2.42885, 1.62436], [-2.94132, 2.68608, 3.38130], [-5.22165, 2.15614, 2.58688], [-4.68704, 0.65541, 1.82239], [-4.68860, 0.80865, 3.59565], [-1.71481, -0.74819, 1.81130], [-0.53042, -1.66813, 2.14976], [-1.68226, -0.43583, 0.74310], [-2.68006, -1.27378, 1.94341], [-0.62702, -2.59823, 1.57351], [0.43844, -1.22734, 1.84923], [-0.49528, -1.94379, 3.21817], [-1.41726, 0.50164, 4.57220], [-2.46940, -0.29350, 5.35096], [-1.34035, 1.51974, 4.99782], [-0.42524, 0.02676, 4.68394], [-2.10054, -0.46027, 6.37142], [-3.42064, 0.24988, 5.44163], [-2.66911, -1.28102, 4.90988], [2.49598, 4.25098, 1.75744], [-1.03383, 0.80634, -3.44705], [-2.24202, 0.10753, -2.20054], [-3.67744, 0.62770, -2.36018], [-1.87306, 0.34077, -1.18802], [-2.23842, -0.98538, -2.33691], [-4.32292, 0.21000, -1.57475], [-3.74494, 1.71961, -2.29697], [-4.10583, 0.32360, -3.32148], [-0.68337, 2.41823, -2.60274], [-0.84718, 3.61111, -3.53836], [0.33792, 2.40634, -2.19319], [-1.38472, 2.49803, -1.76339], [-0.64600, 4.53845, -2.98491], [-0.16184, 3.55684, -4.39238], [-1.86583, 3.66357, -3.93650], [0.73004, 0.19522, -3.42969], [0.89360, -1.20196, -4.06848], [0.99869, 0.40743, -2.31515], [1.44165, 0.89891, -3.89786], [0.75438, -2.12408, -3.43126], [0.13893, -1.27259, -4.86183], [1.88335, -1.30257, -4.52735], [-0.14003, 1.49726, 2.21357], [0.66572, 1.00400, 2.63130], [0.01650, 2.49413, 2.40766], [0.00545, 1.40276, 1.19549]],
  "atomic_forces_ev_per_a": [[0.281, -0.541, -0.451], [1.193, -0.481, 0.218], [0.578, 0.270, 0.265], [-0.340, 0.479, 0.258], [0.452, -0.342, -0.050], [-0.612, 0.454, 0.057], [0.683, 0.519, 1.836], [2.395, -2.292, 1.211], [-0.319, -0.064, -0.408], [0.271, 0.276, 0.359], [-0.337, -0.186, -0.288], [0.244, -1.352, -0.631], [-0.171, -0.608, 0.368], [0.143, 0.722, 0.094], [-4.022, -0.294, -0.178], [1.561, 0.486, -0.145], [0.030, 0.201, 0.235], [-0.222, -0.149, -0.274], [-0.073, 0.281, 0.226], [-0.297, -0.175, -0.237], [-0.233, 0.061, 0.216], [0.031, 0.314, -0.055], [0.154, -0.192, 0.198], [0.038, 0.211, -0.175], [-0.161, 0.746, -0.371], [-0.480, -0.557, 0.024], [-0.008, -0.165, 0.236], [0.154, -0.263, -0.239], [0.365, -0.138, 0.006], [0.106, 0.195, 0.221], [0.126, 0.198, -0.309], [-0.521, -0.343, -0.364], [0.441, -0.189, 0.128], [-0.090, -0.039, 0.561], [0.297, 0.219, 0.024], [-0.021, 0.294, 0.148], [-0.410, -0.144, 0.128], [-0.054, 0.122, -0.443], [0.559, 0.164, 0.299], [-0.548, -0.332, 0.172], [0.062, -0.285, -0.227], [-0.338, 0.154, -0.169], [-0.044, 0.075, -0.321], [0.319, -0.159, -0.081], [0.083, 0.283, 0.107], [-0.212, 1.159, 0.711], [-0.946, 1.872, -1.910], [1.098, -0.974, 0.441], [-0.044, 0.095, -0.270], [-0.082, -0.145, 0.104], [-0.190, 0.051, 0.238], [0.237, 0.046, -0.159], [0.135, -0.143, -0.039], [0.177, 0.087, 0.152], [-0.034, -0.032, -0.032], [-0.036, 0.356, 0.072], [-0.189, -0.013, 0.070], [0.077, 0.123, 0.006], [-0.022, -0.137, -0.272], [-0.112, 0.009, 0.195], [0.176, -0.007, 0.052], [-0.257, 0.280, 0.668], [0.111, -0.078, -1.188], [0.670, -0.037, -0.995], [-0.968, 0.017, -0.069], [0.069, 0.441, -0.559], [0.226, -0.113, 0.039], [-0.192, -0.069, 0.251], [-0.969, -0.250, 0.329], [0.130, 0.018, -0.212], [-0.081, 0.167, 0.177], [-0.034, -0.159, 0.026]],
  "lowdin_charge": [-0.007, -0.231, -0.009, -0.126, 0.062, -0.126, -0.172, -0.193, -0.254, -0.091, -0.185, -0.779, -0.109, -0.047, 0.486, 1.059, 0.106, 0.106, 0.116, 0.115, 0.123, 0.115, 0.115, 0.108, -0.308, -0.094, 0.112, 0.119, 0.105, 0.086, 0.078, -0.304, -0.095, 0.077, 0.123, 0.104, 0.055, 0.089, -0.317, -0.094, 0.119, 0.110, 0.105, 0.082, 0.091, 0.799, 0.999, -0.468, -0.137, 0.021, 0.071, 0.073, 0.072, 0.085, -0.434, -0.155, 0.063, 0.057, 0.078, 0.078, 0.072, -0.459, -0.142, 0.034, 0.128, 0.059, 0.088, 0.110, 0.133, 0.101, 0.115, 0.135],
  "s2": 6.057,
  "max_force_ev_per_a": 4.036,
  "multiplicity": 5,
  "total_charge": 2,
  "e_above_lowest_kj_mol": 32.03,
  "energy_ha": -5606.30262,
  "homo_lumo_gap_ha": [0.122, 0.215]
}